(1)
Formula: C47H53IN9NaO2S2
Source: OMol25
Level of theory: ωB97M-V with the def2-TZVPD basis set

Structure (XYZ):
```
115
Properties=species:S:1:pos:R:3:forces:R:3
Na 0.2025 -0.2519 -1.4797 -0.3465 0.2562 0.2287
O 1.0358 -1.6002 -4.5541 0.2880 0.6390 -0.7269
C 2.1500 -0.7330 -4.3821 -0.3336 -0.0728 -0.2499
C 1.9777 0.5260 -5.2033 -0.1737 0.0252 -0.0744
C 0.7674 1.3532 -4.7432 0.2488 -0.0843 0.0781
C 1.0619 2.2494 -3.5591 -0.0678 -0.0204 -0.0018
C 1.7275 3.4618 -3.7872 -0.0286 0.0815 0.0483
C 2.2325 4.1156 -2.6329 -0.1283 -0.1344 -0.0772
C 1.8074 3.7570 -1.3984 0.1040 -0.3181 0.3725
C 0.6910 2.7497 -1.3104 -0.0603 0.5477 -0.7487
N 0.6855 1.7893 -2.3781 0.4652 0.4289 0.1634
H 0.8647 -2.0169 -3.6980 0.0069 -0.0711 0.1399
H 3.0740 -1.2501 -4.6698 0.0820 -0.0396 -0.0060
H 2.2425 -0.4566 -3.3305 -0.0652 0.1299 -0.1867
H 1.8693 0.2588 -6.2610 0.0237 -0.0219 0.0268
H 2.8888 1.1231 -5.0957 -0.0103 0.0602 -0.1028
H -0.0450 0.6766 -4.4730 -0.0087 0.0033 -0.0909
H 0.4227 1.9815 -5.5671 -0.0241 0.0521 -0.0049
H 2.0237 3.7578 -4.7881 -0.0398 -0.0637 0.0728
H 2.9929 4.8864 -2.7356 -0.0127 -0.0137 0.0406
H 2.2353 4.1830 -0.4987 -0.0342 0.0431 -0.0084
H -0.3054 3.1993 -1.3057 -0.1273 0.0473 0.2071
S 2.1071 -2.3515 -1.8635 -0.1970 -0.7677 0.7919
C 1.0529 -3.6888 -1.7245 0.8134 -0.2114 0.1565
N 1.4507 -4.9152 -1.5454 -0.2863 0.1401 -0.0646
N 0.3433 -5.8222 -1.4912 -0.1433 -0.0201 -0.0009
C -0.1651 -6.2225 -0.2896 0.0557 -0.0592 0.1338
C -0.8765 -7.4319 -0.1756 0.0070 0.0466 0.0285
C -1.4080 -7.8278 1.0402 0.0242 0.0613 -0.0048
C -1.2548 -7.0403 2.1787 0.0357 0.0234 -0.0951
C -0.5650 -5.8365 2.0644 0.0006 -0.0272 -0.0445
C -0.0270 -5.4207 0.8560 0.0297 -0.0051 0.0122
N -0.3753 -3.4772 -1.7143 0.3493 -1.0881 1.3508
N -0.7618 -2.6388 -2.4922 -1.0790 1.1586 -1.1186
C -2.1862 -2.4437 -2.4940 -0.2336 -0.0146 -0.0521
C -2.6512 -1.3775 -3.2428 0.0512 0.0472 -0.2295
C -4.0158 -1.1233 -3.3195 0.0706 0.0177 -0.0461
C -4.9075 -1.9293 -2.6375 0.0232 -0.1125 0.1431
C -4.4378 -3.0003 -1.8741 -0.0486 0.0886 -0.0411
C -3.0824 -3.2591 -1.8013 0.2227 -0.1011 -0.0082
H 0.3476 -6.4996 -2.2306 0.1590 -0.1545 -0.0371
H -1.0020 -8.0535 -1.0574 0.0066 -0.0043 0.0361
H -1.9454 -8.7683 1.1033 0.0017 0.0106 -0.0192
H -1.6642 -7.3566 3.1303 -0.0116 0.0147 -0.0233
H -0.4473 -5.2021 2.9367 0.0082 0.0068 -0.0433
H 0.5050 -4.4805 0.7734 -0.0383 -0.0693 0.0817
H -1.9366 -0.7636 -3.7785 -0.0294 0.0057 0.0956
H -4.3712 -0.2773 -3.8930 0.0185 0.0221 0.0337
H -5.9703 -1.7227 -2.6815 0.0082 0.0031 0.0021
H -5.1343 -3.6274 -1.3291 0.0122 0.0134 -0.0219
H -2.6930 -4.0866 -1.2214 -0.0122 0.0089 0.0291
C 0.4514 -2.0154 4.7612 -0.0355 -0.0405 -0.0610
C 1.6048 -1.2272 4.1516 -0.1542 0.0115 0.0171
N 1.2135 0.1042 3.7193 0.0741 0.1942 0.0487
C 1.0921 1.0989 4.7829 0.2419 -0.0561 -0.1302
C 2.4374 1.7102 5.1690 -0.0254 -0.0014 -0.0139
C 1.0971 0.4372 2.3913 -0.1941 -0.0224 0.0158
S 1.1954 -0.7343 1.2057 0.0779 -0.0154 0.0594
N 0.8802 1.7903 2.2500 0.0792 -0.0692 0.3390
C 0.7112 2.4873 1.1711 -0.2913 -0.0957 0.0551
O 0.7162 1.9733 -0.0173 0.3583 0.0315 -0.3952
C 0.4817 3.9559 1.4665 -0.0090 -0.0275 -0.0870
C -0.3731 4.7864 0.7471 -0.1551 -0.0536 -0.0155
C -0.5670 6.1076 1.1312 0.0304 -0.0536 -0.0153
C 0.1004 6.6309 2.2270 -0.0182 -0.0177 -0.0295
C 0.9466 5.8089 2.9578 0.0136 -0.0208 0.0258
C 1.1200 4.4849 2.5870 0.2100 0.0532 0.0293
H 0.7872 -3.0236 5.0223 -0.0352 0.0631 0.0054
H -0.3618 -2.1000 4.0361 0.0680 -0.0011 0.0489
H 0.0588 -1.5420 5.6655 0.0027 -0.0213 -0.0446
H 1.9747 -1.7582 3.2814 0.0992 -0.0099 -0.0513
H 2.4256 -1.1297 4.8705 -0.0153 0.0139 0.0232
H 0.6445 0.6091 5.6500 -0.0250 -0.0462 0.0077
H 0.4219 1.8808 4.4491 -0.1173 0.0348 -0.0149
H 3.1209 0.9555 5.5659 -0.0072 0.0338 -0.0224
H 2.2990 2.4802 5.9341 0.0316 -0.0323 -0.0345
H 2.9049 2.1646 4.2929 -0.0238 -0.0061 0.0433
H -0.9328 4.4080 -0.0935 -0.0159 -0.0671 -0.0447
H -1.2462 6.7253 0.5576 -0.0062 -0.0034 0.0003
H -0.0396 7.6676 2.5123 -0.0087 -0.0294 -0.0024
H 1.4685 6.1975 3.8250 0.0063 -0.0261 -0.0275
H 1.7693 3.8396 3.1628 -0.0210 0.0113 -0.0177
I 5.9004 3.6225 1.1172 -0.0515 -0.0301 -0.0462
C 5.2972 2.1690 -0.2663 0.1096 0.0596 0.0729
C 6.1532 1.7620 -1.2746 -0.0573 -0.0336 -0.0283
C 5.7018 0.7861 -2.1493 0.0277 0.0264 0.0176
C 4.4246 0.2686 -1.9700 -0.0051 0.0795 0.1177
N 3.6077 0.6803 -1.0048 0.0846 -0.1312 -0.0855
C 4.0324 1.6125 -0.1629 -0.0695 -0.1086 -0.0705
H 7.1434 2.1864 -1.3725 0.0002 0.0244 0.0044
H 6.3353 0.4311 -2.9530 -0.0404 -0.0102 0.0144
H 4.0398 -0.5158 -2.6157 0.1665 0.1037 0.0949
H 3.3464 1.9131 0.6228 0.0107 -0.0203 -0.0498
C -2.7641 0.3762 3.0838 0.0061 -0.0062 0.0102
N -3.3891 -0.5163 2.1263 -0.0333 0.0212 -0.0290
C -3.3735 -1.8780 2.6179 0.0343 0.0444 -0.0193
C -2.7195 -0.4241 0.8247 -0.0781 0.0114 -0.1031
C -3.0536 0.7908 -0.0260 -0.2646 0.4085 -0.1140
C -4.1322 1.6154 0.3166 0.1147 -0.1648 -0.0437
C -4.4474 2.7243 -0.4691 0.0134 -0.0390 0.0225
C -3.6778 2.9963 -1.5934 0.0915 -0.0739 -0.0340
C -2.6131 2.1465 -1.9245 -0.1083 -0.0276 0.0536
C -2.2562 1.0098 -1.1779 0.2552 -0.2422 0.3443
H -3.3435 0.3938 4.0128 0.0233 0.0030 -0.0034
H -2.7305 1.3868 2.6754 0.0067 -0.0107 0.0086
H -1.7279 0.0707 3.3255 -0.0350 0.0173 -0.0329
H -3.8807 -1.9303 3.5864 0.0142 -0.0023 -0.0102
H -2.3491 -2.2749 2.7454 -0.0217 0.0099 -0.0117
H -3.8973 -2.5303 1.9163 0.0154 0.0002 0.0147
H -2.9831 -1.3155 0.2489 -0.0238 -0.0291 0.0099
H -1.6289 -0.4586 0.9619 0.0636 -0.0413 -0.0431
H -4.7355 1.3825 1.1927 0.0546 0.0283 -0.0412
H -5.2844 3.3644 -0.2004 0.0428 -0.0144 -0.0066
H -3.9042 3.8692 -2.2067 0.0253 -0.0631 0.0220
H -2.0241 2.3975 -2.8154 -0.0820 -0.0278 0.1092
```
Forces are in eV/Å.

## Properties
Total energy (eV): -101290.326
E_LUMO (eV): 3.28
Relative energy (zero: lowest compared OMol25 entry of this formula, charge and spin) (kJ/mol): 219.7
Charge: -2
HOMO energy (eV): -1.20
Kohn-Sham gap (eV): 4.5

Mulliken atomic charge list, values in e, 5 entries: 1.0724, -0.6842, 0.6517, -1.0289, -0.2215


(2)
Formula: C27H23AsClN8O5RuS4
Source: OMol25
Level of theory: ωB97M-V with the def2-TZVPD basis set

Structure (XYZ):
```
70
Properties=species:S:1:pos:R:3:forces:R:3
Ru 1.3403 -2.1418 1.8840 -0.0441 -0.1970 -0.1235
C -4.2441 -2.1641 2.3985 -0.0043 0.0193 0.0262
N -2.8293 -2.1063 2.7081 0.0127 -0.0679 -0.0745
C -1.7802 -2.1072 1.8784 -0.0158 -0.1981 0.0749
N -0.6717 -1.9825 2.5764 -0.1743 0.4365 -0.2245
C -1.1062 -1.8828 3.8628 -0.0367 -0.0768 -0.0184
N -2.4102 -1.9596 3.9818 0.0172 0.0460 0.0498
C -4.8488 -0.7901 2.2337 -0.0011 -0.0117 0.0291
C -5.8791 -0.3517 3.0523 -0.0121 -0.0090 -0.0357
C -6.4058 0.9258 2.8955 -0.0069 -0.0004 -0.0022
C -5.8947 1.7813 1.9368 0.0001 0.0102 -0.0113
C -4.8506 1.3482 1.1229 0.0030 -0.0575 0.0107
C -4.3426 0.0647 1.2666 0.0232 0.0434 0.0188
C -4.2551 2.2458 0.1394 0.0152 0.1107 -0.0706
N -4.6176 3.4272 -0.2253 -0.0533 -0.0854 0.1025
N -3.6838 3.8552 -1.1552 0.1040 -0.0177 -0.1045
C -2.8291 2.8979 -1.2848 -0.0972 0.0606 0.0695
O -3.1301 1.8387 -0.4971 0.0172 -0.0229 0.0066
C -1.6283 2.8355 -2.1110 0.0373 -0.0336 -0.0162
C -1.2638 3.9396 -2.8717 -0.0089 0.0029 0.0251
C -0.1051 3.8863 -3.6286 0.0042 0.0005 -0.0104
C 0.6808 2.7455 -3.6221 -0.0116 -0.0054 0.0127
C 0.3137 1.6319 -2.8705 0.0102 0.0096 -0.0117
C 1.2019 0.4147 -2.9507 0.0815 -0.0459 -0.0322
N 0.9701 -0.6054 -1.9485 -0.2563 0.1339 0.0729
C 1.1263 -0.5225 -0.6281 0.1179 -0.0857 0.0257
N 0.9668 -1.7278 -0.0939 0.0037 -0.0168 -0.0844
C 0.6979 -2.5261 -1.1693 -0.0534 0.0462 0.0596
N 0.6877 -1.8748 -2.3086 0.0075 -0.0808 0.0020
C -0.8449 1.6816 -2.1152 -0.0364 0.0014 -0.0182
H -4.7290 -2.6968 3.2138 0.0184 -0.0323 -0.0118
H -4.3549 -2.7548 1.4881 -0.0171 0.0235 -0.0110
H -1.8423 -2.2466 0.8116 -0.0068 0.0143 -0.0052
H -0.4413 -1.7595 4.6991 0.0022 0.0181 0.0026
H -6.2651 -1.0060 3.8244 0.0017 0.0004 0.0034
H -7.2071 1.2595 3.5413 -0.0011 0.0015 0.0002
H -6.2782 2.7852 1.8160 -0.0029 0.0020 0.0063
H -3.5240 -0.2550 0.6344 0.0040 -0.0024 0.0022
H -1.8823 4.8263 -2.8483 -0.0005 0.0008 -0.0064
H 0.1934 4.7427 -4.2186 0.0008 0.0032 0.0043
H 1.5952 2.7131 -4.2035 0.0080 0.0083 0.0063
H 2.2482 0.7191 -2.8935 0.0198 0.0037 -0.0040
H 1.0615 -0.0914 -3.9055 0.0163 0.0020 0.0025
H 1.3796 0.3749 -0.0901 -0.0053 0.0188 0.0223
H 0.5366 -3.5848 -1.0682 0.0033 -0.0123 -0.0025
H -1.1459 0.8279 -1.5225 0.0134 0.0032 0.0155
S 4.1005 -4.5764 3.3550 -0.0367 -0.1207 0.2106
As 3.2238 -3.6424 1.7182 0.1885 0.6765 0.6223
S 1.1703 -4.4786 1.3932 0.3557 -0.0226 -0.2383
S 5.5686 -1.3874 1.2021 0.0633 0.1062 -0.0393
S 5.2042 -3.2402 0.4357 -0.2141 -0.2835 -0.5838
O 2.6335 1.5082 3.7087 -0.1420 0.1056 -0.2181
Cl 1.7514 0.4052 3.5011 0.3421 -0.1012 0.3411
O 0.5761 0.5190 4.3158 -0.0112 0.0931 -0.0511
O 1.3463 0.3246 2.0854 0.0915 -0.2093 -0.0044
O 2.4472 -0.8383 3.7815 -0.2207 -0.1837 0.3086
C 4.2469 -0.3609 0.4209 0.2594 -0.4351 0.3199
C 4.3649 -0.2102 -1.0598 0.0108 0.0043 0.0139
C 4.8735 0.9699 -1.6031 0.0048 -0.0021 0.0023
C 5.0612 1.1086 -2.9717 -0.0054 0.0066 0.0040
C 4.7477 0.0593 -3.8257 0.0087 -0.0069 -0.0027
C 4.2169 -1.1119 -3.3005 0.0181 -0.0025 -0.0057
C 4.0152 -1.2416 -1.9341 -0.0280 0.0243 0.0079
H 4.2879 0.6029 0.9302 -0.0259 -0.0331 0.0579
H 3.3929 -0.9271 0.8005 -0.3520 0.4327 -0.5048
H 5.1375 1.7840 -0.9374 0.0068 -0.0013 0.0004
H 5.4630 2.0329 -3.3688 0.0097 -0.0011 -0.0002
H 4.9144 0.1542 -4.8917 -0.0161 0.0063 -0.0057
H 3.9553 -1.9328 -3.9567 -0.0144 -0.0001 -0.0033
H 3.5919 -2.1521 -1.5343 0.0099 -0.0133 -0.0040
```
Forces are in eV/Å.

## Properties
Total energy (eV): -169810.669
E_LUMO (eV): 1.35
Charge: -1
HOMO energy (eV): -4.08
Kohn-Sham gap (eV): 5.4

Mulliken atomic charge list, values in e, 5 entries: -0.0072, -1.3192, 0.9959, -0.6857, 0.4544


(3)
Formula: C7H11N2S2
Source: OMol25
Level of theory: ωB97M-V with the def2-TZVPD basis set

Structure (XYZ):
```
22
Properties=species:S:1:pos:R:3:forces:R:3
N -1.7257 -0.2876 0.0000 -1.6060 1.3397 -0.0035
C -2.9140 0.4285 0.0000 -0.7273 -0.3037 0.0004
N -3.9664 -0.4434 0.0001 1.5115 0.5919 -0.0003
C -3.4690 -1.7460 0.0001 0.5806 2.0680 -0.0002
C -2.1177 -1.6344 0.0000 -0.5089 1.0132 0.0004
H -3.1497 1.5284 0.0000 1.0651 -1.3497 -0.0001
H -4.9665 -0.1713 0.0001 1.1451 -0.1936 0.0001
H -4.1293 -2.5636 0.0001 -0.3562 -0.9201 0.0001
H -1.4332 -2.4070 0.0000 1.4195 -1.2331 0.0000
C 3.2777 0.2586 -0.0003 -0.5083 0.6875 0.0024
C 2.5178 0.6862 1.2790 0.3497 0.5374 -1.5003
S 0.9559 -0.2579 1.3131 -2.4395 -0.4267 3.0427
C -0.3837 0.3621 -0.0001 4.0667 2.4897 0.0005
S 0.9588 -0.2577 -1.3132 -2.4646 -0.4347 -3.0381
C 2.5192 0.6880 -1.2801 0.3335 0.5129 1.5090
H 4.3048 0.6616 -0.0002 -0.3483 -0.2740 0.0056
H 3.2500 -0.8513 0.0007 0.5752 0.6196 -0.0109
H 3.1624 0.4474 2.1473 -1.0548 -0.3630 -0.0591
H 2.2822 1.7576 1.3643 0.2612 -0.2425 -0.2703
H -0.4164 1.5975 0.0005 -0.5263 -3.5268 -0.0032
H 2.2803 1.7595 -1.3630 0.2888 -0.2646 0.2547
H 3.1625 0.4445 -2.1485 -1.0566 -0.3275 0.0701
```
Forces are in eV/Å.

## Properties
Total energy (eV): -32078.734
E_LUMO (eV): -3.70
Relative energy (zero: lowest compared OMol25 entry of this formula, charge and spin) (kJ/mol): 251.0
Charge: +1
HOMO energy (eV): -10.58
Kohn-Sham gap (eV): 6.9

Mulliken atomic charge list, values in e, 5 entries: 0.1688, -0.1579, -0.0330, -0.5352, -0.1996